Arrangement 1

Here is the ion C5H12NO with charge -1 from the OMol25 dataset. Energies are from ωB97M-V/def2-TZVPD.

```
! wB97M-V def2-TZVPD RIJCOSX def2/J DEFGRID3
* xyz -1 1
C 2.07759 -0.75695 -1.66594
C 0.70534 -0.97739 -0.97571
C -0.17537 0.25290 -0.88274
C -0.06751 0.91728 0.51429
N -0.63509 0.10358 1.53011
C -2.06354 0.38599 1.93511
O -2.26542 1.42833 2.71974
H 2.82486 -0.30281 -1.03267
H 2.49644 -1.72605 -1.93097
H 1.87759 -0.07649 -2.48205
H 0.21123 -1.63392 -1.69329
H 0.76468 -1.50488 -0.02925
H -1.21545 0.01249 -1.08037
H 0.01959 0.98704 -1.68053
H 0.99464 1.16498 0.64750
H -0.52027 1.90676 0.46569
H -0.09806 -0.12373 2.35181
H -2.36732 -0.57218 2.36023
H -2.56394 0.51505 0.92905
*
```

Output
E_HOMO, eV: -2.2
Frontier orbital gap, eV: 5.934

Here are the Mulliken charges for atoms 1 to 8, given in e: -1.1545 -0.4225 -0.5804 -0.9005 -0.1259 -0.5591 -0.8981 0.2950



Arrangement 2

Here is the ion C5H12NO with charge -1 from the OMol25 dataset. Energies are from ωB97M-V/def2-TZVPD.

```
! wB97M-V def2-TZVPD RIJCOSX def2/J DEFGRID3
* xyz -1 1
N -0.66519 -2.34596 -1.39156
C 0.10063 -1.86939 -0.20680
C -0.42356 -0.69014 0.61945
C -0.78653 0.59881 -0.22523
C 0.36727 1.66210 -0.28870
C 1.09884 1.98636 1.07528
O 1.85254 3.15272 0.98347
H -0.75152 -1.47607 -1.94220
H -1.29362 -3.17453 -1.20604
H 1.26941 -1.60696 -0.62335
H 0.17562 -2.75920 0.45012
H -1.36890 -1.02645 0.97693
H 0.08595 -0.34300 1.55916
H -1.72982 0.86041 0.32686
H -0.94559 0.32066 -1.25868
H -0.06992 2.50047 -0.83975
H 1.28414 1.27506 -0.92481
H 1.63605 1.02716 1.27226
H 0.16420 1.90795 1.64359
*
```

Output
E_HOMO, eV: -2.2
Frontier orbital gap, eV: 5.803

Here are the Mulliken charges for atoms 1 to 8, given in e: -0.4757 -0.7110 -0.4150 -0.6602 -0.4806 -0.3866 -0.8931 0.2455



The winner here is arrangement 1, beating the second structure by 175.3 kJ/mol.



Arrangement 1

Here is the ion C5H12NO with charge -1 from the OMol25 dataset. Energies are from ωB97M-V/def2-TZVPD.

```
! wB97M-V def2-TZVPD RIJCOSX def2/J DEFGRID3
* xyz -1 1
C 1.24224 1.59989 -1.23523
N 1.02871 1.47532 0.34735
C 0.28186 0.20676 0.46432
C -0.04963 0.00380 1.91209
C -0.96230 0.16460 -0.31422
C -1.24481 -1.38480 -0.77064
O -0.28695 -2.27834 -0.31514
H 2.06457 2.39444 -1.39635
H 1.69814 0.68787 -1.79393
H 0.20020 1.80885 -1.62595
H 1.97703 1.37973 0.75781
H 0.91438 -0.68865 0.22545
H -0.96692 -0.55774 2.10581
H 0.60343 -0.35623 2.62457
H -0.33163 1.12108 2.28568
H -1.27365 0.79537 -1.23896
H -1.70096 0.85161 0.22886
H -1.36070 -1.47391 -1.97314
H -2.33348 -1.60450 -0.44811
*
```

Output
E_HOMO, eV: -2.4
Frontier orbital gap, eV: 6.451

Here are the Mulliken charges for atoms 1 to 8, given in e: -0.6757 -0.6595 0.8698 -1.5525 -1.0564 -0.4966 -0.8572 0.3082



Arrangement 2

Here is the ion C5H12NO with charge -1 from the OMol25 dataset. Energies are from ωB97M-V/def2-TZVPD.

```
! wB97M-V def2-TZVPD RIJCOSX def2/J DEFGRID3
* xyz -1 1
N -2.35393 1.06550 1.57746
C -1.40789 1.13223 0.43557
C -1.27002 -0.23315 -0.28536
C 0.08804 -0.93254 -0.10597
C 1.15319 -0.48910 -1.09080
C 2.56340 -0.38241 -0.46400
O 3.52282 -0.08592 -1.35014
H -2.19960 0.16437 2.02008
H -2.05031 1.75524 2.26020
H -0.42564 1.45853 0.76768
H -1.76359 1.86963 -0.28131
H -2.06514 -0.85261 0.14966
H -1.50447 -0.07549 -1.33292
H -0.14942 -1.99313 -0.21708
H 0.45902 -0.76123 0.91261
H 0.90650 0.53115 -1.41621
H 1.26985 -1.08204 -1.99939
H 2.72062 -1.40915 0.00956
H 2.50653 0.32010 0.41037
*
```

Output
E_HOMO, eV: -2.1
Frontier orbital gap, eV: 5.805

Here are the Mulliken charges for atoms 1 to 8, given in e: -0.7186 -0.2789 -0.9773 -0.4523 -0.3915 -0.5534 -0.8796 0.2369



Arrangement 3

Here is a structure of composition C5H12NO from the OMol25 dataset. Energies are from ωB97M-V/def2-TZVPD.

```
! wB97M-V def2-TZVPD RIJCOSX def2/J DEFGRID3
* xyz -1 1
C -1.94413 0.53458 -0.09139
C -1.02066 -0.15696 -1.08524
C 1.24016 -0.00248 0.18217
C 1.34747 1.42438 -0.40396
N -1.38415 -1.44340 -1.35423
C 0.21755 -0.94897 -0.49541
O 0.63319 -1.68407 2.61366
H -2.00354 1.61745 -0.19750
H -1.70473 0.25126 0.93363
H -2.92745 0.10693 -0.26437
H -0.85010 0.37245 -2.03023
H 1.01617 0.08602 1.24372
H 2.23569 -0.44431 0.10416
H 2.32744 1.85805 -0.23006
H 0.53289 2.05182 -0.04741
H 1.22524 1.39700 -1.49015
H 0.43045 -1.89989 3.52882
H 0.73001 -1.53559 -1.25325
H -0.10151 -1.58425 0.33703
*
```

Output
E_HOMO, eV: -2.6
Frontier orbital gap, eV: 6.269

Here are the Mulliken charges for atoms 1 to 8, given in e: -1.4180 0.7173 -0.3044 -1.2091 -0.6524 -1.1021 -1.0754 0.3201



The winner here is arrangement 2, beating the second structure by 218.8 kJ/mol.



Arrangement 1

Here is a structure of composition C2H6NP from the OMol25 dataset. Energies are from ωB97M-V/def2-TZVPD.

```
! wB97M-V def2-TZVPD RIJCOSX def2/J DEFGRID3
* xyz 0 3
C -0.80710 -0.24666 -0.16842
C 1.06032 -1.85640 0.07686
N 0.09156 -0.98752 0.05164
P -2.56290 -0.16344 0.00494
H -0.32945 2.14288 -0.40896
H -0.52050 2.83848 -0.11743
H 0.84959 -2.75119 -0.38902
H 1.66713 -1.67538 0.84374
H -2.85940 0.95317 -0.72628
H -2.32097 0.77220 1.01642
*
```

Output
E_HOMO (alpha / beta), eV: -5.2 / -10.1
Frontier orbital gap (alpha / beta), eV: 6.112 / 8.945

Here are the Mulliken charges for atoms 1 to 8, given in e: 0.0491 -0.4426 -0.1539 -0.1486 -0.2011 0.1958 0.3039 0.3229



Arrangement 2

Here is a cluster of 2 separate species, C2H6NP in total from the OMol25 dataset. Energies are from ωB97M-V/def2-TZVPD.

```
! wB97M-V def2-TZVPD RIJCOSX def2/J DEFGRID3
* xyz 0 3
C -0.29514 0.98865 1.24566
C -0.76024 -0.74763 -0.05041
N 0.64109 1.66435 0.87154
P 0.92948 -1.45954 -0.58021
H -1.09289 0.95219 1.99271
H -1.27452 -1.39383 0.65622
H -1.37163 -0.38151 -0.79991
H 0.80551 2.63619 1.38354
H 0.15304 -2.72540 -1.00041
H 1.03974 -2.14053 0.76837
*
```

Output
E_HOMO (alpha / beta), eV: -5.4 / -9.9
Frontier orbital gap (alpha / beta), eV: 6.437 / 8.437

Here are the Mulliken charges for atoms 1 to 8, given in e: -0.0630 -0.9754 -0.4416 -0.0352 0.3326 0.3726 0.4645 0.2435



The winner here is arrangement 1, beating the second structure by 40.7 kJ/mol.



Arrangement 1

Here is a cluster of 3 separate species, C5H14O2 in total from the OMol25 dataset. Energies are from ωB97M-V/def2-TZVPD.

```
! wB97M-V def2-TZVPD RIJCOSX def2/J DEFGRID3
* xyz 0 1
C 1.20315 0.21171 1.53951
C -0.07187 -0.15116 1.83019
C -0.82037 0.70093 2.83775
C -0.73219 -1.40202 1.33516
C 0.13062 -2.65821 1.11048
H 1.32125 1.25042 1.81176
H 1.89681 -0.60694 1.41813
H -1.23090 0.07686 3.62561
H -0.23047 1.58266 3.04312
H -1.71681 1.13616 2.36097
H -1.08936 -1.22216 0.33195
H -1.56203 -1.62722 2.00371
H 1.17933 -2.47442 1.33799
H -0.25506 -3.47908 1.71439
H 0.15909 -3.04879 0.09767
O 1.57821 2.53001 -6.20531
H 0.88427 2.44870 -5.53717
H 2.25756 2.02175 -5.74708
O -0.94155 1.45564 -3.32854
H -1.19288 0.92576 -2.61586
H -0.76681 2.32941 -2.96443
*
```

Output
E_HOMO, eV: -8.9
Frontier orbital gap, eV: 9.368

Here are the Mulliken charges for atoms 1 to 8, given in e: -0.8785 0.5471 -1.1981 -0.2492 -1.0299 0.2621 0.2537 0.3192



Arrangement 2

Here is a cluster of 3 separate species, C5H14O2 in total from the OMol25 dataset. Energies are from ωB97M-V/def2-TZVPD.

```
! wB97M-V def2-TZVPD RIJCOSX def2/J DEFGRID3
* xyz 0 1
C -0.99158 1.31170 -1.27852
C 0.10231 0.97677 -0.59555
C 0.67020 -0.46256 -0.86657
C 1.26333 1.84749 -0.28103
C 1.87227 1.52707 1.12191
H -1.62343 0.73814 -1.93852
H -1.18731 2.38832 -1.33102
H 1.64983 -0.38811 -1.33290
H 0.00912 -1.04711 -1.50303
H 0.85564 -0.97170 0.07840
H 2.10055 1.79460 -0.97846
H 0.87013 2.87865 -0.31614
H 2.28868 2.52553 1.32904
H 2.55822 0.68977 1.07461
H 1.09054 1.42963 1.86465
O 0.28457 -4.22884 -4.69614
H -0.42336 -4.86315 -4.49078
H 0.87818 -4.53976 -3.99343
O -2.89689 0.05913 5.99686
H -2.01927 0.40366 5.83945
H -3.49150 0.82239 5.98756
*
```

Output
E_HOMO, eV: -9.3
Frontier orbital gap, eV: 10.079

Here are the Mulliken charges for atoms 1 to 8, given in e: -0.9186 0.6995 -1.2059 -0.6100 -1.0725 0.2899 0.2276 0.2961



The winner here is arrangement 2, beating the second structure by 9.0 kJ/mol.



Arrangement 1

Here is a cluster of 3 separate species, C5H14O2 in total from the OMol25 dataset. Energies are from ωB97M-V/def2-TZVPD.

```
! wB97M-V def2-TZVPD RIJCOSX def2/J DEFGRID3
* xyz 0 1
C 1.59230 3.42724 0.43849
C 0.93136 2.03706 0.57419
C -0.06789 1.59230 -0.21632
C -1.20199 0.84466 0.44277
C -0.33685 2.22686 -1.56260
H 1.66874 3.54486 -0.64238
H 1.02184 4.17215 0.99917
H 2.58286 3.41697 0.89544
H 1.29025 1.44670 1.41975
H -1.56856 -0.04025 -0.08930
H -2.05028 1.52257 0.63406
H -0.92035 0.57156 1.46605
H -0.49980 3.30565 -1.50063
H -1.22721 1.73997 -1.95745
H 0.54582 2.11642 -2.20426
O -0.86447 -2.78713 0.68036
H -1.53679 -2.76522 1.38905
H -0.01496 -2.68220 1.13117
O 0.31510 -5.49980 -0.54783
H -0.65326 -5.53477 -0.46050
H 0.33873 -4.93012 0.23772
*
```

Output
E_HOMO, eV: -8.4
Frontier orbital gap, eV: 8.899

Here are the Mulliken charges for atoms 1 to 8, given in e: -1.0361 -0.4277 0.8849 -1.2497 -1.3783 0.3118 0.2371 0.3334



Arrangement 2

Here is a cluster of 2 separate species, C5H14O2 in total from the OMol25 dataset. Energies are from ωB97M-V/def2-TZVPD.

```
! wB97M-V def2-TZVPD RIJCOSX def2/J DEFGRID3
* xyz 0 1
C 0.57065 0.89480 -2.36366
C 1.31178 0.51082 -1.07220
C 0.41119 -0.05363 0.05790
C -0.40338 -1.28218 -0.31719
C -1.82553 -1.29329 0.22515
O -2.55419 -0.09072 -0.03739
H 1.04756 0.49658 -3.24924
H 0.48063 1.97340 -2.48576
H -0.44937 0.52414 -2.34211
H 1.66637 1.44653 -0.62099
H 2.21839 -0.04542 -1.30979
H -0.24681 0.77250 0.31411
H 1.06156 -0.20614 0.91420
H 0.08457 -2.18217 0.03471
H -0.53158 -1.38241 -1.39213
H -1.86656 -1.54658 1.29556
H -2.42828 -2.04395 -0.27541
H -1.96932 0.66474 -0.13440
O 1.45077 1.05917 4.03395
H 1.41734 0.36475 4.70918
H 0.55420 1.41905 4.01551
*
```

Output
E_HOMO, eV: -10.1
Frontier orbital gap, eV: 10.833

Here are the Mulliken charges for atoms 1 to 8, given in e: -1.0536 -0.5647 -0.5641 -0.4703 -0.4860 -0.5110 0.2538 0.3239



The winner here is arrangement 2, beating the second structure by 84.3 kJ/mol.